[1]
Computed, not measured: a molecular structure, C30H32F18N8O12S6 at a distorted geometry, with the ωB97M-V functional and the def2-TZVPD basis.

```
106
Properties=species:S:1:pos:R:3:mulliken_charge:R:1
N -22.931 13.709 -7.391 2.186
H -22.388 13.445 -6.581 -0.251
H -22.483 14.362 -8.018 0.188
H -23.755 14.194 -7.065 0.069
H -23.377 12.946 -7.879 0.548
C -11.973 16.742 -13.414 -0.883
N -12.952 16.025 -12.461 0.053
C -12.936 14.681 -12.518 -0.071
C -13.856 13.931 -11.786 -0.684
C -14.744 14.644 -10.947 0.426
C -14.482 16.029 -10.710 -0.701
C -13.621 16.736 -11.527 -0.333
C -15.943 13.952 -10.296 0.965
C -16.809 13.103 -11.004 -0.668
C -17.934 12.421 -10.510 -0.229
N -18.209 12.692 -9.224 0.321
C -17.350 13.456 -8.434 -0.292
C -16.209 14.119 -8.955 -0.856
C -19.408 12.121 -8.493 -0.937
H -11.177 16.025 -13.615 0.359
H -11.542 17.573 -12.856 0.367
H -12.524 16.961 -14.329 0.309
H -12.277 14.188 -13.217 0.410
H -13.918 12.887 -12.053 0.497
H -15.096 16.600 -10.029 0.510
H -13.341 17.772 -11.404 0.414
H -16.589 12.854 -12.032 0.466
H -18.605 11.857 -11.141 0.474
H -17.558 13.464 -7.374 0.589
H -15.526 14.741 -8.394 0.583
H -19.089 11.094 -8.318 0.495
H -20.305 12.099 -9.113 0.313
H -19.663 12.696 -7.603 0.042
C -32.570 19.247 -14.879 -1.020
N -32.204 18.124 -14.086 0.050
C -32.919 17.038 -13.809 -0.163
C -32.358 15.982 -13.113 -0.650
C -31.052 16.090 -12.531 0.516
C -30.365 17.246 -12.910 -0.604
C -31.010 18.289 -13.511 -0.216
C -30.362 15.049 -11.697 0.709
C -30.176 13.761 -12.233 -0.604
C -29.658 12.779 -11.471 -0.363
N -29.205 12.982 -10.234 0.069
C -29.296 14.234 -9.656 -0.157
C -29.981 15.235 -10.357 -0.610
C -28.385 11.943 -9.588 -0.869
H -32.141 19.126 -15.874 0.332
H -32.300 20.149 -14.330 0.430
H -33.656 19.338 -14.913 0.391
H -33.883 16.967 -14.291 0.439
H -32.947 15.114 -12.857 0.473
H -29.314 17.255 -12.663 0.513
H -30.396 19.133 -13.788 0.421
H -30.566 13.460 -13.194 0.513
H -29.587 11.764 -11.832 0.442
H -28.771 14.349 -8.719 0.376
H -30.164 16.174 -9.856 0.531
H -28.951 11.041 -9.823 0.292
H -28.198 12.189 -8.543 0.209
H -27.513 12.098 -10.223 0.490
C -20.037 16.795 -8.316 0.590
F -18.917 17.427 -8.444 -0.210
F -19.801 15.886 -7.272 -0.170
F -20.931 17.631 -7.804 -0.219
S -20.552 15.977 -10.067 0.809
O -21.179 17.102 -10.690 -0.558
O -19.371 15.343 -10.623 -0.497
N -21.788 14.824 -9.607 -0.497
S -22.146 14.204 -10.884 0.719
O -22.349 14.982 -12.086 -0.645
O -21.379 12.955 -11.133 -0.680
C -23.920 13.443 -10.523 0.446
F -24.247 12.712 -11.556 -0.235
F -23.917 12.555 -9.447 -0.339
F -24.879 14.342 -10.308 -0.209
C -21.505 14.957 -3.962 0.624
F -22.510 14.410 -3.263 -0.189
F -21.985 15.527 -5.057 -0.193
F -20.744 15.916 -3.316 -0.226
S -20.396 13.448 -4.485 0.894
O -19.209 13.985 -5.063 -0.642
O -20.203 12.809 -3.178 -0.667
N -21.528 12.499 -5.467 -0.572
S -21.430 11.038 -4.979 0.936
O -20.076 10.476 -4.972 -0.692
O -22.154 10.686 -3.778 -0.637
C -22.402 10.171 -6.508 0.611
F -22.847 9.040 -6.141 -0.195
F -23.458 10.921 -6.840 -0.259
F -21.582 10.018 -7.560 -0.257
C -25.994 12.881 -4.554 0.398
F -26.608 13.573 -3.588 -0.185
F -24.676 12.710 -4.319 -0.092
F -26.553 11.634 -4.479 -0.238
S -26.399 13.581 -6.312 1.091
O -26.111 12.482 -7.252 -0.669
O -27.815 13.891 -6.262 -0.575
N -25.210 14.870 -6.401 -0.701
S -26.055 16.145 -6.564 0.823
O -26.899 16.102 -7.750 -0.592
O -26.809 16.505 -5.335 -0.673
C -24.519 17.319 -6.836 0.566
F -24.881 18.489 -7.398 -0.207
F -23.834 17.446 -5.675 -0.181
F -23.843 16.681 -7.807 -0.226
```

Summary:
**Total energy**: -182021.75622 eV
**HOMO level**: -0.42766 hartree
**2S+1**: 1
**M**: 1231.00 g/mol
**HOMO-LUMO gap**: 4.984 eV
**Charge**: +2
**LUMO level**: -6.65 eV
**Relative energy (zero: lowest compared OMol25 entry of this formula, charge and spin)**: 13.01 kJ/mol

=====

[2]
Computed, not measured: CH4O2S3 in the gas phase at a distorted geometry, with the ωB97M-V functional and the def2-TZVPD basis.

```
10
Properties=species:S:1:pos:R:3:mulliken_charge:R:1
C 0.989 -0.257 -0.387 -0.630
O -1.931 1.635 -0.603 -0.521
O -1.265 0.225 1.231 -0.507
S -0.487 -0.938 -1.367 -0.042
S 1.259 1.525 -0.484 -0.162
S -1.699 0.261 -0.136 0.703
H 0.783 -0.518 0.568 0.449
H 1.840 -0.763 -0.839 0.332
H 0.098 1.958 0.209 0.185
H -2.917 -0.167 -0.349 0.193
```

Summary:
**Total energy**: -37700.44251 eV
**HOMO level**: -0.34649 hartree
**Structure (SMILES)**: O=[SH](=O)SCS
**2S+1**: 1
**M**: 144.24 g/mol
**HOMO-LUMO gap**: 9.155 eV
**LUMO level**: -0.27 eV
**Relative energy (zero: lowest compared OMol25 entry of this formula, charge and spin)**: 56.33 kJ/mol

=====

[3]
Computed, not measured: 2 unconnected molecules or ions with the total composition CH2NO3PS at a distorted geometry, with the ωB97M-V functional and the def2-TZVPD basis.

```
9
Properties=species:S:1:pos:R:3:mulliken_charge:R:1
C -0.966 1.126 0.255 0.177
N -0.897 2.248 0.086 -0.482
O -1.995 -0.829 -1.104 -0.735
O -1.912 -1.203 1.447 -0.744
O 0.237 -1.107 0.394 -0.400
P -1.287 -0.663 0.223 0.941
S 2.966 0.859 -0.239 -0.926
H 0.908 -0.407 0.225 0.191
H 2.946 -0.024 -1.287 -0.022
```

Summary:
**Total energy**: -28828.97880 eV
**HOMO level**: -0.01087 hartree
**2S+1**: 1
**M**: 139.07 g/mol
**HOMO-LUMO gap**: 6.945 eV
**Charge**: -2
**LUMO level**: 6.65 eV
**Relative energy (zero: lowest compared OMol25 entry of this formula, charge and spin)**: 76.66 kJ/mol

=====

[4]
Computed, not measured: 2 unconnected molecules or ions with the total composition H4O2 at a distorted geometry, with the ωB97M-V functional and the def2-TZVPD basis.

```
6
Properties=species:S:1:pos:R:3:mulliken_charge:R:1
H 2.046 0.761 -0.195 0.306
H 1.235 -0.333 0.651 0.313
H -1.832 -0.879 -0.294 0.316
H -1.919 0.662 0.028 0.308
O 1.793 -0.158 -0.125 -0.631
O -1.323 -0.051 -0.065 -0.611
```

Summary:
**Total energy**: -4159.64301 eV
**HOMO level**: -0.40355 hartree
**Structure (SMILES)**: O.O
**2S+1**: 1
**M**: 36.03 g/mol
**HOMO-LUMO gap**: 11.827 eV
**LUMO level**: 0.85 eV
**Relative energy (zero: lowest compared OMol25 entry of this formula, charge and spin)**: 28.55 kJ/mol